{
  "formula": "C5H8BrNO5",
  "method": "ωB97M-V/def2-TZVPD",
  "multiplicity": 3,
  "total_charge": 0,
  "orbital_gap_ev": [7.961, 8.011],
  "homo_ev": [-7.70, -10.34],
  "s_squared": 2.01,
  "de_lowest_kcal_mol": 0.00,
  "species": ["C", "C", "C", "C", "C", "N", "O", "O", "O", "O", "O", "Br", "H", "H", "H", "H", "H", "H", "H", "H"],
  "xyz": [[0.032, -0.418, -0.137], [0.834, -2.243, 1.237], [-1.485, 1.635, -1.697], [0.570, 0.566, -1.091], [1.140, 1.520, 1.703], [2.047, 2.155, 0.890], [-1.132, -0.610, 0.216], [2.975, 1.439, 0.482], [1.830, 3.301, 0.508], [1.110, -1.098, 0.400], [-0.076, 1.343, -1.857], [-0.558, 2.303, 1.829], [-0.023, -2.062, 1.864], [1.732, -2.249, 1.821], [0.711, -3.279, 0.691], [-1.925, 1.117, -2.603], [-1.609, 2.715, -1.678], [-1.939, 1.051, -0.918], [1.674, 0.611, -1.256], [1.466, 0.582, 2.215]],
  "mulliken_charge": [0.794, -0.744, -0.679, -0.392, -0.295, 0.933, -0.643, -0.529, -0.573, -0.226, -0.340, 0.022, 0.348, 0.293, 0.237, 0.290, 0.252, 0.333, 0.460, 0.460]
}

{
  "formula": "C4H2HgLiO2",
  "method": "ωB97M-V/def2-TZVPD",
  "multiplicity": 1,
  "total_charge": 1,
  "orbital_gap_ev": 5.978,
  "homo_ev": -11.25,
  "de_lowest_kcal_mol": 18.73,
  "species": ["C", "C", "O", "Li", "H", "C", "C", "O", "Hg", "H"],
  "xyz": [[1.447, 0.210, -1.066], [1.192, -0.310, 0.085], [1.787, 0.558, -2.150], [1.478, 1.286, -3.834], [1.940, -0.245, 0.883], [-1.948, 0.733, 1.675], [-2.108, -0.492, 1.503], [-1.591, -1.555, 1.016], [-0.028, -1.971, 0.192], [-2.169, 1.784, 1.697]],
  "mulliken_charge": [0.732, -0.906, -0.590, 0.971, 0.436, -0.446, 0.244, -0.770, 0.994, 0.334]
}

{
  "formula": "C45H56AsF3N5OPbS",
  "method": "ωB97M-V/def2-TZVPD",
  "multiplicity": 1,
  "total_charge": 1,
  "orbital_gap_ev": 5.777,
  "homo_ev": -9.46,
  "de_lowest_kcal_mol": 4.72,
  "species": ["Pb", "C", "C", "C", "C", "C", "C", "C", "N", "C", "C", "C", "C", "C", "C", "C", "C", "C", "C", "N", "C", "C", "C", "N", "C", "C", "C", "C", "C", "C", "C", "C", "C", "C", "C", "C", "C", "C", "N", "C", "C", "H", "H", "H", "H", "H", "H", "H", "H", "H", "H", "H", "H", "H", "H", "H", "H", "H", "H", "H", "H", "H", "H", "H", "H", "H", "H", "H", "H", "H", "H", "H", "H", "H", "H", "H", "H", "H", "H", "H", "H", "H", "H", "H", "H", "F", "C", "F", "F", "C", "C", "C", "C", "N", "C", "S", "H", "H", "H", "C", "As", "C", "C", "O", "H", "H", "H", "H", "H", "H", "H", "H", "H"],
  "xyz": [[-0.330, -0.265, -0.120], [-3.844, 4.937, -1.517], [-4.068, 3.517, -2.052], [-2.817, 2.699, -2.044], [-1.979, 2.434, -3.090], [-2.141, 2.811, -4.528], [-2.756, 1.663, -5.342], [-0.909, 1.602, -2.575], [-1.103, 1.426, -1.242], [-2.256, 2.045, -0.878], [-2.812, 2.027, 0.400], [-2.361, 1.378, 1.550], [-3.055, 1.331, 2.819], [-4.319, 2.069, 3.122], [-4.068, 3.559, 3.390], [-2.323, 0.524, 3.647], [-1.178, 0.066, 2.889], [-0.201, -0.828, 3.318], [0.851, -1.373, 2.584], [1.075, -1.158, 1.259], [2.216, -1.798, 0.883], [2.773, -1.790, -0.394], [2.326, -1.136, -1.539], [1.193, -0.393, -1.634], [1.126, 0.172, -2.867], [0.143, 1.057, -3.305], [2.280, -0.262, -3.628], [3.021, -1.067, -2.808], [4.344, -1.707, -3.087], [5.500, -0.839, -2.567], [2.569, 0.153, -5.035], [3.242, 1.529, -5.119], [2.764, -2.460, 2.048], [1.919, -2.202, 3.095], [2.048, -2.656, 4.514], [2.648, -1.585, 5.434], [4.061, -3.204, 2.062], [5.255, -2.243, 2.160], [-1.217, 0.645, 1.654], [-2.607, 0.163, 5.070], [-1.878, 1.096, 6.047], [-4.791, 5.475, -1.470], [-3.168, 5.492, -2.168], [-3.409, 4.913, -0.517], [-4.449, 3.571, -3.073], [-4.832, 3.015, -1.455], [-1.171, 3.081, -4.950], [-2.781, 3.690, -4.605], [-2.105, 0.789, -5.334], [-2.914, 1.969, -6.376], [-3.719, 1.370, -4.922], [-3.748, 2.561, 0.503], [-4.799, 1.623, 3.994], [-5.014, 1.955, 2.287], [-3.466, 3.692, 4.289], [-5.011, 4.088, 3.529], [-3.534, 4.021, 2.558], [-0.269, -1.146, 4.352], [3.700, -2.339, -0.502], [0.219, 1.368, -4.339], [4.456, -1.855, -4.161], [4.387, -2.693, -2.621], [5.510, 0.123, -3.079], [6.460, -1.328, -2.734], [5.385, -0.650, -1.498], [1.635, 0.171, -5.601], [3.213, -0.592, -5.505], [2.616, 2.300, -4.667], [3.425, 1.798, -6.159], [4.199, 1.522, -4.597], [2.679, -3.545, 4.544], [1.066, -2.951, 4.889], [3.648, -1.305, 5.098], [2.724, -1.965, 6.453], [2.031, -0.686, 5.447], [4.155, -3.812, 1.160], [4.083, -3.890, 2.909], [5.222, -1.504, 1.357], [6.198, -2.785, 2.088], [5.243, -1.710, 3.111], [-2.308, -0.870, 5.255], [-3.681, 0.218, 5.248], [-0.799, 1.048, 5.892], [-2.094, 0.817, 7.078], [-2.199, 2.127, 5.894], [-4.667, -3.063, -2.208], [-4.226, -3.927, -1.274], [-4.771, -3.567, -0.097], [-4.724, -5.135, -1.585], [-2.724, -3.961, -1.212], [-2.038, -5.125, -1.501], [-0.651, -5.140, -1.446], [-0.006, -3.971, -1.097], [-0.652, -2.840, -0.821], [-1.991, -2.803, -0.876], [-2.709, -1.277, -0.522], [-2.591, -6.017, -1.765], [-0.090, -6.036, -1.666], [1.075, -3.918, -1.031], [2.854, 1.334, 2.894], [2.093, 2.408, 1.470], [0.824, 3.612, 2.300], [3.580, 3.451, 0.798], [1.411, 1.532, 0.266], [3.501, 1.952, 3.516], [3.431, 0.522, 2.452], [2.055, 0.911, 3.502], [1.309, 4.216, 3.066], [0.027, 3.016, 2.744], [0.400, 4.254, 1.530], [4.066, 3.977, 1.618], [3.229, 4.165, 0.056], [4.289, 2.771, 0.328]],
  "mulliken_charge": [0.689, -1.146, -1.184, 0.695, 0.438, -1.204, -1.134, -0.116, 0.202, -0.204, -0.501, -0.090, 0.642, -1.241, -1.060, 0.706, -0.256, -0.757, -0.610, 0.540, -0.320, -0.589, -0.100, 0.383, 0.157, -0.875, 0.725, 0.786, -1.335, -0.961, -1.321, -1.034, 0.708, 1.174, -1.345, -0.903, -1.369, -0.991, 0.457, -1.253, -1.008, 0.400, 0.322, 0.240, 0.488, 0.426, 0.434, 0.482, 0.269, 0.411, 0.317, 0.442, 0.382, 0.403, 0.269, 0.416, 0.219, 0.392, 0.417, 0.343, 0.424, 0.411, 0.209, 0.414, 0.151, 0.417, 0.402, 0.251, 0.406, 0.240, 0.454, 0.413, 0.195, 0.451, 0.115, 0.442, 0.412, 0.137, 0.446, 0.214, 0.442, 0.457, 0.206, 0.425, 0.222, -0.208, 0.729, -0.207, -0.307, -0.403, -0.307, -1.029, -0.208, 0.127, 0.895, -0.614, 0.534, 0.441, 0.445, -0.607, 0.464, -0.934, -1.224, -0.154, 0.653, 0.028, 0.007, 0.469, 0.088, 0.342, 0.439, 0.368, 0.347]
}

{
  "formula": "C20H8Cl2F5N2O3PtS",
  "method": "ωB97M-V/def2-TZVPD",
  "multiplicity": 1,
  "total_charge": -1,
  "orbital_gap_ev": 6.903,
  "homo_ev": -4.53,
  "de_lowest_kcal_mol": 0.00,
  "species": ["Pt", "O", "N", "C", "C", "C", "C", "C", "S", "H", "H", "H", "H", "Cl", "C", "C", "C", "Cl", "C", "C", "C", "C", "N", "C", "C", "O", "H", "H", "H", "H", "F", "C", "C", "F", "C", "F", "C", "O", "C", "F", "C", "F"],
  "xyz": [[1.437, 0.282, 0.347], [1.230, 0.228, 2.349], [2.299, -0.207, 3.022], [2.157, -0.285, 4.365], [3.182, -0.698, 5.164], [4.402, -1.044, 4.561], [4.525, -0.961, 3.203], [3.453, -0.536, 2.390], [3.543, -0.429, 0.689], [1.177, 0.007, 4.710], [3.036, -0.751, 6.232], [5.236, -1.378, 5.164], [5.445, -1.224, 2.700], [-2.431, 3.064, -0.658], [-2.661, 1.344, -0.546], [-3.923, 0.825, -0.841], [-4.150, -0.521, -0.785], [-5.745, -1.133, -1.161], [-3.113, -1.408, -0.433], [-3.262, -2.813, -0.364], [-2.197, -3.591, -0.015], [-0.969, -2.964, 0.275], [-0.799, -1.672, 0.224], [-1.832, -0.876, -0.127], [-1.569, 0.553, -0.176], [-0.434, 1.100, 0.082], [-4.717, 1.504, -1.121], [-4.224, -3.251, -0.596], [-2.282, -4.669, 0.039], [-0.102, -3.557, 0.553], [-1.080, 3.823, -4.906], [-0.415, 2.973, -4.101], [-0.334, 1.628, -4.409], [-0.932, 1.166, -5.521], [0.342, 0.762, -3.575], [0.374, -0.541, -3.904], [0.982, 1.178, -2.393], [1.611, 0.296, -1.660], [0.898, 2.556, -2.132], [1.497, 3.069, -1.049], [0.206, 3.424, -2.953], [0.141, 4.729, -2.641]],
  "mulliken_charge": [1.189, -0.600, 0.358, -0.223, -0.730, -0.119, -0.810, 0.615, -0.455, 0.443, 0.375, 0.369, 0.374, -0.240, 0.750, -0.778, 0.791, -0.310, 0.107, -0.833, -0.611, -0.451, -0.225, 0.157, -0.038, -1.038, 0.441, 0.384, 0.381, 0.418, -0.346, 0.649, 0.226, -0.334, 0.203, -0.369, 0.389, -0.999, 0.625, -0.398, 0.024, -0.360]
}